Record 1
{
  "formula": "C26H33N5O4",
  "method": "the ωB97M-V functional and the def2-TZVPD basis",
  "e_above_lowest_kcal_mol": 5.5,
  "gap_ev": 8.43,
  "charge": 0,
  "smiles": "CC[C@H](C)[C@H](NC(=O)N1CCn2c1nc1ccccc12)C(=O)NCCc1ccc(OC)c(OC)c1",
  "fmax_ha_per_bohr": 0.013,
  "lumo_energy_ev": 0.61,
  "homo_energy_ev": -7.82,
  "elements": ["C", "H", "H", "C", "H", "H", "C", "C", "H", "H", "H", "H", "C", "N", "C", "O", "N", "C", "N", "C", "C", "C", "C", "C", "C", "N", "C", "H", "H", "C", "H", "H", "H", "H", "H", "H", "H", "C", "O", "N", "H", "C", "H", "H", "C", "C", "C", "C", "C", "C", "C", "H", "O", "C", "H", "H", "H", "O", "C", "H", "H", "H", "H", "H", "H", "H", "H", "H"],
  "positions_angstrom": [[-5.24715, -2.57093, -0.27983], [-6.31637, -2.47165, -0.45289], [-4.94236, -1.81094, 0.43216], [-4.50028, -2.41192, -1.59853], [-4.78902, -3.22780, -2.26724], [-4.81077, -1.47833, -2.07304], [-2.96707, -2.41190, -1.49788], [-2.43571, -3.65920, -0.79480], [-1.34971, -3.70082, -0.84619], [-2.83239, -4.54969, -1.27760], [-2.73142, -3.67243, 0.25014], [-2.59446, -2.42247, -2.53032], [-2.39450, -1.11153, -0.88225], [-1.09773, -0.85402, -1.46715], [-0.65114, 0.37408, -1.80210], [-1.32369, 1.35293, -2.02509], [0.74339, 0.38347, -1.94642], [1.58096, -0.40921, -1.22384], [1.41728, -1.48328, -0.49835], [2.68730, -1.74521, -0.00886], [3.11725, -2.75253, 0.83963], [4.45597, -2.77438, 1.18484], [5.35252, -1.82454, 0.70222], [4.94600, -0.81075, -0.14755], [3.60927, -0.78033, -0.49444], [2.85365, 0.05508, -1.28007], [2.97249, 1.23407, -2.09415], [3.43872, 2.05366, -1.54195], [3.57137, 1.02683, -2.98819], [1.49596, 1.53492, -2.44715], [1.13781, 2.44786, -1.96622], [1.33848, 1.62474, -3.52439], [5.64009, -0.07266, -0.51942], [6.38891, -1.87945, 0.99916], [4.81790, -3.54687, 1.84667], [2.42496, -3.49008, 1.21407], [-0.39583, -1.57063, -1.33485], [-2.30983, -1.13185, 0.65387], [-3.24910, -0.76212, 1.33706], [-1.15896, -1.58653, 1.17730], [-0.34283, -1.74377, 0.59442], [-0.89938, -1.54133, 2.59895], [-0.71681, -2.55792, 2.96500], [-1.80532, -1.16294, 3.07702], [0.31449, -0.66020, 2.92360], [0.31451, 0.63832, 2.16074], [1.49298, 1.14846, 1.64278], [1.46686, 2.29881, 0.87859], [0.28027, 2.96223, 0.58781], [-0.91190, 2.49186, 1.16953], [-0.86319, 1.34229, 1.94674], [-1.77330, 0.98090, 2.39332], [-2.06078, 3.19697, 0.96061], [-3.27531, 2.67842, 1.45332], [-3.30327, 2.70267, 2.54782], [-3.45760, 1.65736, 1.10878], [-4.04859, 3.33677, 1.06028], [0.41508, 4.04056, -0.24297], [-0.70725, 4.51237, -0.96739], [-1.39724, 5.06129, -0.32515], [-1.23522, 3.68963, -1.45426], [-0.29577, 5.18550, -1.72033], [2.37879, 2.71371, 0.47698], [2.43144, 0.64472, 1.82529], [1.23058, -1.20255, 2.67816], [0.32201, -0.46591, 3.99971], [-3.03958, -0.26821, -1.15228], [-5.06727, -3.55043, 0.15547]],
  "atomic_forces_ev_per_a": [[-0.01, 0.08, -0.17], [-0.12, -0.05, 0.02], [-0.06, 0.01, 0.10], [0.10, -0.02, 0.15], [0.01, 0.05, -0.08], [-0.01, 0.00, -0.10], [-0.22, -0.06, 0.00], [-0.12, 0.15, -0.24], [0.16, -0.09, 0.06], [-0.01, -0.13, -0.03], [0.01, -0.08, 0.13], [-0.01, 0.08, 0.14], [-0.20, 0.24, -0.21], [-0.05, -0.36, 0.10], [0.20, -0.25, -0.12], [-0.17, 0.36, -0.03], [0.07, 0.01, -0.02], [0.48, -0.31, 0.35], [-0.36, -0.03, -0.18], [0.48, 0.28, -0.14], [-0.05, 0.14, -0.11], [0.11, -0.10, 0.11], [0.11, -0.03, 0.06], [-0.03, 0.17, -0.12], [0.06, -0.53, 0.39], [-0.62, -0.19, -0.01], [0.34, 0.26, -0.27], [-0.07, -0.04, -0.07], [-0.07, 0.07, 0.11], [-0.33, 0.45, -0.23], [0.07, -0.08, -0.04], [0.10, 0.06, 0.12], [0.10, 0.06, -0.02], [0.08, 0.00, 0.02], [0.04, -0.06, 0.05], [-0.09, -0.10, 0.04], [-0.02, 0.04, -0.08], [0.14, -0.01, -0.38], [-0.38, 0.13, 0.20], [0.27, -0.18, 0.09], [-0.12, 0.11, -0.09], [-0.02, -0.02, 0.24], [-0.08, 0.11, 0.07], [0.11, -0.10, -0.03], [-0.14, -0.01, -0.04], [0.20, 0.06, 0.07], [-0.12, -0.07, 0.10], [-0.24, 0.18, -0.08], [0.15, -0.06, -0.07], [-0.04, 0.10, 0.01], [-0.01, 0.13, -0.01], [-0.19, -0.08, -0.02], [0.52, 0.10, -0.11], [-0.27, -0.12, 0.07], [0.00, -0.03, -0.04], [0.04, 0.03, 0.03], [0.01, -0.04, 0.07], [0.15, -0.13, 0.41], [-0.35, 0.23, -0.33], [0.08, -0.03, -0.09], [0.04, 0.08, 0.03], [-0.04, -0.03, 0.02], [0.11, 0.07, -0.10], [0.11, -0.10, 0.00], [0.04, 0.02, 0.07], [0.05, -0.10, 0.02], [0.09, -0.14, 0.12], [-0.01, -0.11, 0.11]]
}

---

Record 2
{
  "formula": "C26H33O4Rh",
  "method": "the ωB97M-V functional and the def2-TZVPD basis",
  "e_above_lowest_kcal_mol": 0.0,
  "gap_ev": [7.04, 6.41],
  "charge": 0,
  "fmax_ha_per_bohr": 0.236,
  "spin_multiplicity": 5,
  "lumo_energy_ev": [0.60, -1.64],
  "homo_energy_ev": [-6.45, -8.05],
  "elements": ["O", "C", "C", "H", "H", "C", "H", "H", "C", "H", "H", "H", "C", "H", "H", "H", "Rh", "C", "C", "C", "H", "C", "C", "H", "H", "H", "H", "C", "C", "C", "H", "C", "C", "H", "H", "H", "H", "O", "C", "C", "H", "H", "C", "H", "H", "C", "H", "H", "H", "H", "O", "C", "O", "C", "C", "C", "C", "C", "C", "H", "H", "H", "H", "H"],
  "positions_angstrom": [[-0.10575, -0.30852, -5.37184], [-0.25695, 1.01886, -5.96586], [-0.43941, 0.51735, -7.40149], [0.65280, 1.60862, -5.80469], [-1.14456, 1.52201, -5.56316], [-0.24461, -0.86695, -6.73034], [0.33897, 0.85254, -8.08825], [-1.44357, 0.72740, -7.78590], [1.01452, -1.62959, -7.10298], [1.89974, -0.99541, -7.02383], [0.95526, -2.02269, -8.12237], [1.11813, -2.48024, -6.42002], [-1.46319, -1.76102, -6.83825], [-2.36926, -1.22602, -6.53870], [-1.32903, -2.64328, -6.20282], [-1.59494, -2.10284, -7.87309], [0.26331, -0.94833, 2.26569], [-2.57304, -0.92876, 3.16095], [-2.79196, 0.46423, 3.34869], [-2.95209, 1.06263, 2.05966], [-2.92068, 0.95767, 4.30223], [-2.95210, 0.01574, 1.08279], [-2.70084, -1.21401, 1.75814], [-2.69067, -2.19164, 1.27538], [-2.40107, -1.62888, 3.97289], [-3.12506, 2.11213, 1.86177], [-3.19709, 0.13060, 0.02677], [0.72625, -2.48320, 3.52156], [-0.31009, -2.83450, 2.59474], [0.20222, -2.66467, 1.25288], [-1.27556, -3.28040, 2.86312], [1.55901, -2.17655, 1.38647], [1.85774, -2.04263, 2.79009], [2.78672, -1.62214, 3.18572], [0.67210, -2.56391, 4.61691], [-0.28532, -2.87864, 0.30747], [2.22878, -1.88380, 0.58606], [-0.08133, 0.18608, -0.34314], [-0.48425, -0.61760, -1.46123], [-0.83892, 0.32146, -2.60174], [-1.31564, -1.26995, -1.14019], [0.36494, -1.26793, -1.76193], [0.02808, 1.55418, -2.31590], [-1.90081, 0.59034, -2.52702], [-0.66293, -0.15931, -3.56838], [0.07030, 1.55437, -0.79041], [-0.36804, 2.47516, -2.75339], [1.03913, 1.40121, -2.72782], [-0.78378, 2.12099, -0.39164], [1.00245, 1.95275, -0.35822], [-0.48670, 0.20942, 5.12117], [0.40240, 0.87468, 4.56238], [0.62953, 0.95107, 3.26757], [1.38078, 1.62560, 5.43673], [2.46476, 2.33127, 4.87819], [3.42691, 2.93265, 5.69975], [3.32878, 2.82883, 7.08866], [2.25696, 2.12469, 7.65983], [1.29311, 1.52444, 6.84382], [2.54532, 2.38189, 3.78476], [4.25255, 3.47675, 5.24646], [4.07630, 3.28622, 7.72798], [2.17759, 2.04200, 8.74772], [0.47377, 0.95761, 7.28963]],
  "atomic_forces_ev_per_a": [[-0.16, 0.44, -2.02], [0.06, 0.48, 0.62], [0.15, -0.04, 0.98], [-0.27, 0.04, 0.10], [0.31, 0.05, 0.10], [-0.04, -0.75, -0.54], [-0.15, -0.22, -0.02], [0.33, -0.27, -0.10], [-0.05, -0.01, 0.07], [-0.05, -0.04, 0.04], [-0.05, 0.09, 0.07], [0.10, 0.14, -0.08], [-0.05, -0.13, 0.09], [0.11, -0.09, 0.04], [-0.13, 0.12, -0.04], [0.07, 0.09, 0.18], [-4.29, 11.35, -0.23], [-0.20, -1.72, -2.22], [-0.39, 1.52, -1.76], [-0.19, -1.01, 0.09], [0.29, -0.04, -0.12], [-0.27, 1.91, 1.08], [0.44, -0.56, 2.48], [0.08, 0.33, 0.30], [-0.06, 0.15, -0.30], [0.01, -0.15, 0.05], [0.26, -0.02, 0.32], [0.46, -2.25, 2.19], [0.19, -3.56, 0.22], [0.58, -2.10, -0.67], [0.56, 0.43, -0.12], [1.31, -1.49, -0.90], [2.18, -2.27, 0.21], [-0.51, -0.23, -0.02], [-0.09, 0.19, -0.74], [0.06, 0.01, 0.30], [-0.22, -0.18, 0.02], [0.06, 0.43, -0.59], [0.37, -0.55, 0.12], [-0.48, -0.04, 0.17], [0.25, 0.26, -0.16], [-0.32, 0.21, 0.21], [0.49, -0.55, -0.17], [0.10, 0.04, -0.05], [-0.11, 0.31, 0.42], [-0.16, 0.22, 0.50], [0.00, -0.11, 0.22], [-0.26, 0.03, 0.12], [0.23, 0.02, 0.03], [-0.36, -0.13, -0.17], [0.65, 0.54, -0.85], [-0.16, -0.30, -0.27], [-0.63, -0.61, 1.10], [0.79, 0.28, 0.48], [-0.24, -0.15, 0.10], [-0.34, -0.20, 0.00], [-0.48, -0.26, -0.16], [0.05, 0.07, -0.31], [0.18, 0.16, -0.34], [-0.06, 0.00, 0.55], [-0.12, -0.10, 0.10], [-0.05, -0.02, -0.07], [0.03, 0.01, -0.39], [0.22, 0.18, -0.25]]
}

---

Record 3
{
  "formula": "C26H33O4Tb",
  "method": "the ωB97M-V functional and the def2-TZVPD basis",
  "e_above_lowest_kcal_mol": 0.0,
  "gap_ev": [8.23, 8.28],
  "charge": 0,
  "fmax_ha_per_bohr": 0.036,
  "spin_multiplicity": 7,
  "lumo_energy_ev": [0.40, 0.40],
  "homo_energy_ev": [-7.84, -7.88],
  "elements": ["O", "C", "C", "H", "H", "C", "H", "H", "C", "H", "H", "H", "C", "H", "H", "H", "Tb", "C", "C", "C", "H", "C", "C", "H", "H", "H", "H", "C", "C", "C", "H", "C", "C", "H", "H", "H", "H", "O", "C", "C", "H", "H", "C", "H", "H", "C", "H", "H", "H", "H", "O", "C", "O", "C", "C", "C", "C", "C", "C", "H", "H", "H", "H", "H"],
  "positions_angstrom": [[3.78708, 4.40046, -0.15834], [4.45653, 4.59900, -1.45049], [5.43784, 5.64191, -0.90898], [3.76694, 4.99812, -2.20624], [4.93413, 3.67624, -1.80159], [4.65497, 5.42015, 0.42174], [5.32439, 6.64119, -1.33035], [6.47509, 5.30640, -0.87214], [3.87900, 6.64668, 0.86102], [3.29626, 7.06654, 0.03407], [4.57587, 7.41820, 1.21435], [3.20138, 6.39279, 1.68445], [5.51635, 4.88229, 1.54595], [6.07841, 3.99728, 1.23388], [4.89465, 4.62731, 2.41038], [6.23393, 5.65161, 1.85624], [-1.33517, -1.75519, 0.61710], [-0.29077, -3.83127, 1.73374], [-0.21062, -4.27239, 0.37221], [0.78033, -3.49851, -0.29281], [-0.73036, -5.13301, -0.04632], [1.33537, -2.57828, 0.65027], [0.67511, -2.78777, 1.90210], [0.94323, -2.30575, 2.84121], [-0.89117, -4.28787, 2.52323], [1.12012, -3.62789, -1.31829], [2.19717, -1.92839, 0.48048], [-3.27894, -1.57647, 2.43333], [-2.02499, -1.43512, 3.09064], [-1.43338, -0.21574, 2.63127], [-1.61466, -2.09373, 3.85827], [-2.31617, 0.37820, 1.66110], [-3.45141, -0.47614, 1.53985], [-4.32030, -0.27031, 0.91698], [-4.02471, -2.33996, 2.65628], [-0.51165, 0.23321, 3.00666], [-2.17071, 1.33103, 1.14873], [0.06473, 0.01438, -0.11991], [0.94516, 0.83584, 0.72198], [1.96180, 1.48519, -0.19856], [1.38373, 0.19769, 1.49723], [0.31401, 1.59476, 1.19228], [1.31246, 1.46439, -1.59399], [2.88825, 0.89852, -0.21938], [2.21819, 2.49543, 0.13438], [0.28553, 0.33554, -1.54941], [2.05386, 1.27119, -2.37282], [0.83971, 2.43182, -1.79762], [0.69136, -0.56643, -2.02333], [-0.68834, 0.59111, -1.98977], [-2.95203, -3.40209, 0.41243], [-3.22695, -3.03699, -0.78479], [-2.59013, -2.05437, -1.33063], [-4.29957, -3.75406, -1.50244], [-4.60109, -3.38873, -2.81685], [-5.64447, -4.02920, -3.47875], [-6.38606, -5.03009, -2.82322], [-6.06102, -5.40830, -1.50859], [-5.01648, -4.76116, -0.84164], [-4.00384, -2.60458, -3.28131], [-5.88387, -3.74524, -4.50591], [-7.21537, -5.52587, -3.34010], [-6.61865, -6.19549, -1.00115], [-4.73004, -5.00812, 0.18185]],
  "atomic_forces_ev_per_a": [[0.85, 0.55, -0.75], [-0.24, -0.25, -0.15], [-0.72, -0.49, 0.54], [0.05, -0.29, 0.16], [-0.28, 0.10, 0.01], [0.62, 0.64, 0.15], [0.20, -0.13, 0.03], [-0.09, 0.21, -0.07], [-0.14, 0.01, 0.13], [0.04, -0.12, 0.12], [-0.13, -0.15, -0.07], [0.05, 0.07, -0.14], [-0.09, -0.07, 0.15], [-0.13, 0.07, 0.01], [0.10, -0.05, -0.07], [-0.12, -0.12, -0.05], [0.70, -1.02, -0.52], [0.90, -0.29, -0.49], [0.61, 0.27, 0.61], [-0.20, 0.24, 0.68], [-0.07, 0.48, 0.07], [-0.48, -0.66, 0.44], [0.54, -0.51, -0.43], [-0.19, -0.08, -0.27], [0.13, 0.28, -0.39], [-0.21, 0.06, 0.22], [-0.48, -0.09, 0.01], [0.12, 0.69, 0.43], [-0.60, 0.88, 0.01], [-0.66, 0.44, 0.02], [-0.17, 0.24, -0.37], [-0.09, -0.41, 1.08], [0.34, 0.23, 0.62], [0.28, -0.21, 0.12], [0.44, 0.11, -0.39], [-0.31, -0.30, -0.20], [0.00, -0.41, 0.13], [0.90, 1.11, -0.95], [-0.60, -0.01, -0.27], [0.37, -0.38, -0.15], [-0.14, 0.06, -0.26], [0.01, -0.11, 0.06], [-0.16, 0.37, 0.14], [-0.15, 0.08, 0.06], [-0.02, -0.19, -0.12], [0.05, -0.32, 0.66], [-0.12, 0.13, 0.06], [0.02, -0.22, -0.03], [-0.25, 0.05, 0.11], [0.32, -0.10, 0.14], [-0.66, 0.20, -1.73], [0.80, 0.27, 1.09], [-0.68, -0.90, 0.26], [-0.37, -0.10, -0.33], [-0.15, -0.25, 0.19], [-0.23, -0.25, 0.15], [0.31, 0.10, 0.12], [0.18, 0.36, -0.24], [-0.05, 0.08, -0.40], [-0.22, -0.21, 0.06], [0.00, -0.14, 0.33], [0.36, 0.21, 0.19], [0.09, 0.21, -0.19], [-0.16, 0.03, -0.34]]
}